(1)
ORCA calculation (ωB97M-V with the def2-TZVPD basis set) on a 3-piece molecular cluster, C5H16N2S overall.

Output
- multiplicity = 2
- DFT total energy (Ha) = -707.70886
- total charge = -1
- <S²> = 0.758
- HOMO-LUMO gap (alpha / beta) (eV) = 6.81 / 6.52
- HOMO (alpha / beta) (eV) = -2.9372 / -3.0075

Geometry as XYZ:
```
24
C5H16N2S, DFT ωB97M-V with the def2-TZVPD basis set
C -1.825 2.586 0.676
C -2.170 1.071 0.686
C -1.511 0.231 1.774
S 0.277 0.493 2.165
H -2.051 3.045 1.645
H -2.376 3.024 -0.150
H -0.753 2.589 0.662
H -3.259 0.985 0.771
H -1.808 0.745 -0.295
H -1.612 -0.827 1.500
H -2.113 0.291 2.689
N 3.247 -0.381 -0.654
C 2.298 -1.539 -0.743
C 0.867 -1.131 -1.064
N 0.112 -2.350 -1.410
H 3.724 -0.411 -1.554
H 0.747 1.605 -0.204
H 2.678 0.458 -0.772
H 2.668 -2.217 -1.520
H 2.354 -2.110 0.187
H 0.499 -0.643 -0.152
H 0.839 -0.472 -1.931
H -0.008 -2.946 -0.599
H -0.823 -2.095 -1.707
```

(2)
ORCA calculation (ωB97M-V with the def2-TZVPD basis set) on C35H43Cl2GeN7O6W as an isolated structure.

Output
- DFT total energy (Ha) = -5257.28859
- total charge = +4
- HOMO-LUMO gap (eV) = 5.99
- HOMO (eV) = -19.7578

Geometry as XYZ:
```
95
C35H43Cl2GeN7O6W, DFT ωB97M-V with the def2-TZVPD basis set
W 1.000 -0.540 0.359
Cl 0.215 6.323 1.684
C 0.115 4.656 1.706
C 0.868 3.913 0.846
C 0.747 2.505 0.879
N 1.455 1.598 0.238
C 2.549 2.040 -0.605
O 3.233 2.977 -0.340
C 2.685 1.160 -1.778
C 3.471 1.523 -2.849
C 3.475 0.700 -3.972
C 2.704 -0.447 -3.942
C 1.969 -0.760 -2.803
N 1.945 0.033 -1.728
C -0.248 1.876 1.784
C -0.944 2.661 2.735
C -0.799 4.013 2.698
Cl -1.673 4.989 3.733
N -0.296 0.570 1.691
C -0.434 -0.089 3.011
O -1.445 -0.466 3.493
C 0.954 -0.098 3.556
C 1.230 -0.135 4.900
C 2.565 -0.026 5.297
C 3.535 0.120 4.325
C 3.166 0.116 2.981
N 1.900 0.007 2.593
H 1.557 4.410 0.181
H 4.045 2.440 -2.799
H 4.060 0.958 -4.846
H 2.665 -1.118 -4.790
H 1.390 -1.669 -2.757
H -1.648 2.207 3.419
H 0.423 -0.229 5.615
H 2.830 -0.043 6.347
H 4.579 0.233 4.585
H 3.925 0.214 2.220
C 4.358 -2.693 -0.961
C 3.368 -2.550 0.176
C 3.863 -3.128 1.482
O 3.067 -1.080 0.381
C 2.002 -3.124 -0.203
O 1.690 -4.258 -0.124
O 1.130 -2.145 -0.665
H 5.319 -2.253 -0.683
H 4.001 -2.244 -1.887
H 4.530 -3.755 -1.140
H 4.832 -2.701 1.742
H 3.993 -4.203 1.356
H 3.152 -2.956 2.289
H 3.811 -0.541 0.073
C -0.032 -4.391 3.008
N -0.933 -3.632 2.113
C -2.231 -4.025 1.899
C -3.045 -3.302 1.108
C -2.529 -2.143 0.458
N -1.227 -1.801 0.635
C -0.516 -2.519 1.509
O 0.660 -2.038 1.763
N -3.316 -1.434 -0.331
H -0.516 -5.332 3.251
H 0.145 -3.824 3.919
H 0.901 -4.591 2.489
H -2.547 -4.928 2.403
H -4.070 -3.606 0.951
H -4.273 -1.722 -0.476
H -2.993 -0.632 -0.846
C -3.616 0.929 -5.343
C -2.343 0.546 -4.601
C -2.606 -0.461 -3.483
C -1.341 -0.794 -2.672
Ge -0.836 0.702 -1.502
C -2.173 1.709 -0.480
C -3.217 2.366 -1.409
C -3.771 3.653 -0.791
C -4.441 3.439 0.560
H -3.405 1.623 -6.155
H -4.337 1.406 -4.675
H -4.093 0.049 -5.776
H -1.868 1.449 -4.194
H -1.619 0.115 -5.298
H -2.974 -1.394 -3.915
H -3.416 -0.091 -2.846
H -0.515 -0.930 -3.370
H -1.435 -1.718 -2.099
H 0.024 1.762 -2.202
H -1.615 2.522 -0.005
H -2.635 1.148 0.333
H -4.038 1.668 -1.590
H -2.788 2.598 -2.388
H -4.487 4.086 -1.491
H -2.957 4.381 -0.705
H -5.248 2.708 0.491
H -4.877 4.367 0.927
H -3.736 3.088 1.322
```

(3)
ORCA calculation (ωB97M-V with the def2-TZVPD basis set) on a 13-piece molecular cluster, CH28O13 overall.

Output
- DFT total energy (Ha) = -1032.80828
- HOMO-LUMO gap (eV) = 8.94
- HOMO (eV) = -9.5993

Geometry as XYZ:
```
42
CH28O13, DFT ωB97M-V with the def2-TZVPD basis set
O 1.572 -2.018 0.554
H 0.963 -2.490 0.936
H 2.169 -2.779 0.091
H 1.213 -1.419 -0.209
C -0.676 0.086 -0.231
O 0.500 -0.139 -0.910
H -1.310 -0.866 -0.219
H -1.232 0.834 -0.825
H -0.330 0.541 0.670
O 0.945 2.953 -0.848
H 0.576 3.411 -0.092
H 0.757 1.987 -0.718
O -2.118 2.290 1.591
H -1.169 1.906 1.518
H -1.877 2.756 2.444
O -0.150 -3.252 -1.498
H -0.905 -3.940 -1.389
H -0.750 -2.510 -1.741
O -3.773 2.405 -0.479
H -4.233 1.723 -0.086
H -3.315 2.343 0.345
O 3.183 1.778 0.173
H 3.276 0.821 -0.113
H 2.343 1.996 -0.194
O -1.036 -0.067 -3.171
H -1.721 -0.628 -2.989
H -0.429 -0.004 -2.274
O -0.996 -0.113 3.283
H -0.316 0.514 3.241
H -1.165 0.055 4.135
O 0.678 -2.092 -3.673
H 0.457 -2.544 -2.959
H 0.094 -1.348 -3.587
O 0.709 1.908 2.424
H 1.622 1.509 2.371
H 0.675 2.204 3.344
O 3.167 -0.254 -1.359
H 3.505 -0.216 -2.219
H 2.239 -0.283 -1.263
O -0.716 -2.542 2.056
H -1.403 -2.886 1.460
H -1.022 -1.628 2.412
```

(4)
ORCA calculation (ωB97M-V with the def2-TZVPD basis set) on CH2F2O2PS as an isolated structure.

Output
- DFT total energy (Ha) = -1128.98831
- total charge = -1
- HOMO-LUMO gap (alpha / beta) (eV) = 6.91 / 6.91
- HOMO (alpha / beta) (eV) = -3.4484 / -3.4482

Geometry as XYZ:
```
9
CH2F2O2PS, DFT ωB97M-V with the def2-TZVPD basis set
C -1.279 -0.786 -0.999
O 1.710 -0.688 1.845
O 0.733 1.533 2.208
F -0.119 -1.729 -1.308
F -1.556 -1.086 0.473
P -0.002 0.554 -0.807
S 0.514 0.130 1.791
H -0.635 1.827 -1.274
H 0.634 0.245 -1.928
```

(5)
ORCA calculation (ωB97M-V with the def2-TZVPD basis set) on a 2-piece molecular cluster, C5H15N2S overall.

Output
- DFT total energy (Ha) = -706.71368
- total charge = +1
- HOMO-LUMO gap (eV) = 4.24
- HOMO (eV) = -12.7373

Geometry as XYZ:
```
23
C5H15N2S, DFT ωB97M-V with the def2-TZVPD basis set
C 0.955 1.174 -1.207
N -0.791 1.274 1.658
C -1.634 0.153 1.855
C -2.026 -0.609 0.580
S -2.667 0.295 -0.849
C 1.729 0.042 -0.567
N 0.970 -0.464 0.558
C 2.087 -1.046 -1.610
H 1.588 1.490 -2.077
H 0.024 0.615 -1.444
H 1.052 2.018 -0.516
H -2.499 0.646 2.238
H -1.243 -0.493 2.628
H -2.801 -1.302 1.003
H -1.157 -1.235 0.210
H -3.708 -0.603 -1.291
H 2.686 0.434 -0.206
H -0.660 1.930 2.416
H 0.197 0.897 1.250
H 1.306 -1.285 1.031
H 1.261 -1.459 -1.938
H 2.610 -0.654 -2.530
H 2.722 -1.819 -1.191
```

(6)
ORCA calculation (ωB97M-V with the def2-TZVPD basis set) on one molecule with the formula C13H23N5O4.

Output
- DFT total energy (Ha) = -1084.00155
- HOMO-LUMO gap (eV) = 9.74
- HOMO (eV) = -9.2475

Geometry as XYZ:
```
45
C13H23N5O4, DFT ωB97M-V with the def2-TZVPD basis set
C -1.184 1.969 2.798
C -1.817 2.265 1.420
C -3.199 2.818 1.717
C -1.916 1.030 0.502
C -0.531 0.520 0.088
N -0.668 0.015 -1.271
C 0.328 -0.063 -2.211
O 1.444 0.363 -1.943
N 0.054 -0.432 -3.493
C 0.890 -0.127 -4.637
C 0.051 -0.427 -5.850
N -1.236 -0.735 -5.290
C -1.212 -0.730 -3.906
O -2.251 -0.780 -3.267
C 0.076 -0.625 0.910
O -0.563 -1.292 1.711
N 1.399 -0.910 0.701
C 2.203 -1.763 1.522
C 2.489 -1.016 2.828
C 3.158 -1.988 3.795
N 2.444 -2.811 4.631
O 4.355 -2.101 3.834
H -0.116 1.785 2.685
H -1.635 1.075 3.243
H -1.378 2.831 3.470
H -1.244 3.046 0.878
H -3.855 2.895 0.829
H -3.691 2.113 2.388
H -3.113 3.805 2.202
H -2.484 0.236 0.985
H -2.489 1.282 -0.381
H 0.144 1.392 0.074
H -1.589 -0.290 -1.593
H 1.232 0.941 -4.647
H 1.793 -0.747 -4.571
H 0.497 -1.284 -6.351
H -0.005 0.416 -6.512
H -2.069 -0.491 -5.762
H 1.821 -0.453 -0.110
H 1.609 -2.663 1.717
H 3.174 -2.055 1.103
H 1.551 -0.672 3.209
H 3.155 -0.187 2.636
H 2.957 -3.430 5.255
H 1.416 -2.727 4.662
```

(7)
ORCA calculation (ωB97M-V with the def2-TZVPD basis set) on a 4-piece molecular cluster, C3H10N2O3 overall.

Output
- DFT total energy (Ha) = -455.33688
- HOMO-LUMO gap (eV) = 5.91
- HOMO (eV) = -7.9742

Geometry as XYZ:
```
18
C3H10N2O3, DFT ωB97M-V with the def2-TZVPD basis set
C 0.322 0.018 -0.970
C 0.931 -1.198 -0.406
N 1.694 -1.082 0.685
C 0.653 -0.305 1.149
N 0.007 0.561 0.412
H 0.947 0.750 -1.469
H 0.629 -2.224 -0.653
H 0.476 -0.434 2.213
H -1.039 0.555 0.560
H -0.546 -0.275 -1.581
H -3.425 1.422 1.472
O -2.726 0.824 1.260
H -3.391 -0.090 -1.503
H -2.799 0.511 0.249
O -2.562 -0.213 -1.004
H 4.354 0.537 0.051
H 2.948 0.007 -0.005
O 3.525 0.637 -0.460
```

(8)
ORCA calculation (ωB97M-V with the def2-TZVPD basis set) on C26H37BrF2NRuSi4 as an isolated structure.

Output
- multiplicity = 5
- DFT total energy (Ha) = -5094.00203
- total charge = +1
- <S²> = 6.028
- HOMO-LUMO gap (alpha / beta) (eV) = 6.30 / 5.36
- HOMO (alpha / beta) (eV) = -9.1561 / -11.0201

Geometry as XYZ:
```
72
C26H37BrF2NRuSi4, DFT ωB97M-V with the def2-TZVPD basis set
Ru 0.624 0.171 1.177
F -4.558 -0.171 2.604
C -3.316 -0.664 2.732
C -2.294 -0.095 1.994
C -0.997 -0.573 2.123
C -0.724 -1.644 3.018
C -1.811 -2.230 3.681
F -1.628 -3.305 4.470
C -3.099 -1.754 3.564
C 0.675 -1.961 3.216
C 1.197 -2.932 4.072
C 2.562 -3.058 4.229
C 3.405 -2.167 3.554
C 2.837 -1.239 2.717
N 1.516 -1.146 2.500
H -2.513 0.733 1.331
H -3.911 -2.208 4.107
H 0.535 -3.587 4.612
H 2.972 -3.820 4.872
H 4.475 -2.198 3.685
H 3.467 -0.523 2.195
C -3.855 1.175 -1.551
Si -2.117 1.337 -2.322
C -2.129 0.503 -4.045
C -1.732 3.199 -2.531
Si -0.339 0.282 -0.995
Si -0.899 -2.458 -1.377
C -2.638 -2.500 -0.632
C -0.691 -3.094 -3.153
C 0.442 -3.084 -0.195
Si 1.940 0.593 -2.020
C 2.204 -0.102 -3.768
C 2.347 2.444 -1.849
C 3.130 -0.241 -0.776
H -4.582 1.668 -2.192
H -3.926 1.647 -0.576
H -4.173 0.145 -1.439
H -2.716 1.095 -4.742
H -2.577 -0.486 -4.014
H -1.131 0.408 -4.464
H -2.223 3.588 -3.420
H -0.669 3.394 -2.633
H -2.096 3.777 -1.686
H -3.403 -2.214 -1.345
H -2.700 -1.833 0.224
H -2.875 -3.502 -0.282
H -1.220 -2.487 -3.879
H -1.083 -4.106 -3.228
H 0.354 -3.128 -3.444
H 0.802 -2.247 0.421
H 1.292 -3.510 -0.716
H 0.053 -3.838 0.483
H 1.466 0.277 -4.466
H 2.159 -1.186 -3.786
H 3.182 0.192 -4.138
H 1.748 3.077 -2.494
H 3.392 2.635 -2.085
H 2.182 2.763 -0.822
H 3.029 -1.323 -0.727
H 2.932 0.187 0.220
H 4.171 -0.024 -1.009
Br 2.546 6.384 0.800
C 1.700 4.713 1.188
C 2.406 3.722 1.853
C 1.803 2.487 2.043
C 0.520 2.216 1.556
C -0.192 3.259 0.961
C 0.388 4.503 0.781
H 3.408 3.902 2.217
H 2.336 1.746 2.639
H -1.217 3.111 0.647
H -0.165 5.303 0.314
```